No. 1
Density functional theory data (wB97M-V/def2-TZVPD) for a structure of composition C21H30CuNO2P2.

Structure (XYZ):
```
57
Properties=species:S:1:pos:R:3:forces:R:3:lowdin_charge:R:1
C -1.6394 -4.0529 -2.3750 0.38 0.49 0.31 -0.0759
C 3.1412 -0.2038 -3.0403 -1.07 0.43 -0.21 -0.0308
H 0.6634 3.3625 -2.2672 -0.25 -0.16 -0.23 0.0686
H -3.1013 -5.6461 -2.5487 0.09 0.25 0.21 0.1086
C -2.2192 0.7464 -2.4715 -0.28 0.04 -0.04 -0.1856
Cu 0.3925 -0.8243 0.0380 -0.60 -0.03 -1.12 0.3893
H 0.8498 0.6234 -3.9515 -0.18 -0.19 0.20 0.1057
H 2.5495 -2.1889 3.3453 -0.18 -0.08 -0.09 0.0587
H 1.8701 0.6735 3.8860 -0.24 -0.04 -0.23 0.0667
H 3.6003 2.8307 1.5924 -0.16 -0.05 -0.40 0.0686
C 4.3590 -0.3967 -2.3860 0.09 -0.25 0.97 -0.0272
O 0.6896 2.4316 0.6581 0.30 0.58 -0.23 -0.1904
H 5.3108 -0.5164 -0.4304 -0.16 -0.01 -0.25 0.1259
C -1.1119 -3.0556 -1.5646 -0.41 -0.60 -0.57 -0.0702
H -0.3081 1.5120 -0.7769 0.04 -0.42 -0.04 0.0257
C 1.6884 -2.2076 2.6671 -0.23 -0.15 0.25 -0.2242
H -4.0723 -5.2400 -0.2884 0.17 0.17 -0.18 0.1181
C -3.2654 -4.6086 -0.6657 0.15 -0.37 -0.68 -0.0257
P -0.5405 1.3148 -2.1576 0.18 0.27 0.08 0.9554
C -0.2374 2.9814 -2.7737 -0.06 0.08 -0.18 -0.1945
H 0.1047 -0.7741 -3.1399 0.01 0.34 0.02 0.0912
H 1.8352 -2.9692 1.8911 0.00 0.12 0.27 0.0577
H 3.0656 -0.1289 -4.1201 0.23 0.15 0.11 0.1135
C -1.6921 -2.7482 -0.3131 -0.83 -0.84 0.60 -0.2046
H -1.2146 -4.2319 -3.3635 -0.05 -0.03 0.30 0.1053
H -1.5975 -0.4945 2.2690 0.05 -0.27 -0.09 0.0806
H 3.2438 1.2827 1.1506 -0.14 0.77 -0.49 -0.0082
P 1.5092 -0.6064 1.8562 1.45 0.26 0.85 0.8386
C 1.0653 0.5894 3.1392 -0.25 0.16 0.20 -0.2196
H -0.0933 2.9643 -3.8639 -0.08 0.13 0.35 0.0668
C 3.1078 -0.1896 1.1542 -0.32 -1.72 -0.58 -0.3067
C 0.6357 0.1779 -2.9682 0.23 -0.50 -0.15 -0.2204
C -2.9363 -2.1984 2.1548 -0.20 -0.13 -0.21 -0.0693
N 1.9943 -0.3765 -0.9805 -0.17 0.83 0.13 0.0089
C 1.9674 -0.1109 -2.2947 1.17 -0.54 -0.33 -0.3094
H 0.7681 -2.4253 3.2239 0.24 -0.12 -0.09 0.0526
H -3.4004 -1.9766 3.1125 0.03 -0.03 -0.14 0.1041
H 0.8671 1.5624 2.6601 0.16 -0.50 0.27 0.0280
C -2.7982 -3.5604 0.1561 0.70 0.40 -0.49 -0.1645
C 4.3835 -0.4599 -0.9965 0.33 -0.01 -0.96 -0.0031
C -1.8824 -1.3665 1.6795 -0.46 -0.78 -0.10 -0.1260
H -2.3131 -0.3212 -2.2251 0.13 0.25 -0.02 0.0528
H -1.0868 3.6299 -2.5093 0.28 -0.21 -0.13 0.0715
H 3.9755 -0.5162 1.7319 -0.08 -0.04 -0.12 0.0923
H -2.5196 0.9118 -3.5190 0.23 -0.05 0.36 0.0764
H -0.2303 -2.4991 -1.8912 -0.17 -0.08 0.03 0.0767
C -3.3710 -3.2838 1.4208 0.13 0.49 0.37 -0.0304
C 3.1764 -0.4122 -0.2894 -0.44 0.55 1.11 -0.3225
C -2.7153 -4.8426 -1.9194 -0.34 0.09 0.63 -0.0708
H 0.1459 0.2430 3.6337 0.29 0.12 -0.04 0.0458
H -4.1685 -3.9317 1.7968 0.27 0.25 -0.13 0.1195
H 1.7443 2.4989 0.7142 -1.02 0.10 0.06 0.0090
H -2.8961 1.3081 -1.8134 0.15 -0.11 -0.19 0.0722
O 3.2026 2.3318 0.8594 0.46 0.46 0.63 -0.1384
H 0.3089 3.3003 0.8793 0.40 -0.48 -0.07 0.0564
C -1.2332 -1.6884 0.5065 0.16 0.96 0.36 -0.2121
H 5.2763 -0.4761 -2.9624 -0.12 0.05 0.12 0.1192
```
Forces are in eV/Å.

Computed properties:
Relative energy (zero: lowest compared OMol25 entry of this formula, charge and spin) ... 9.3 kcal/mol
Total energy ... -3346.36898 hartree
Charge ... +1
Kohn-Sham gap (spin up / spin down) ... 7.7 / 6.2 eV
F_max ... 1.84 eV/A
2S+1 ... 2

No. 2
Density functional theory data (wB97M-V/def2-TZVPD) for a structure of composition C21H30N2O2P2Tl.

Structure (XYZ):
```
58
Properties=species:S:1:pos:R:3:forces:R:3:lowdin_charge:R:1
H 4.7018 0.3937 -2.7095 0.14 -0.14 0.37 0.1162
C 1.7332 -2.0215 -2.1127 -1.22 1.59 -0.31 -0.2307
C 0.7160 3.4333 -2.9245 -0.30 0.68 0.23 -0.0258
C 1.0223 2.1826 -2.4283 -0.26 -0.18 -0.50 -0.1384
H 5.0504 -2.0997 -2.5517 0.65 0.01 -0.14 0.0969
H -1.5765 -2.5556 1.5314 -0.27 -0.09 -0.08 0.0258
H 3.1681 2.3692 -2.3882 0.48 0.39 -0.46 0.1157
H 1.4895 -3.6209 1.0176 0.09 0.25 0.35 0.0504
C -1.1904 -2.9068 0.5732 -0.18 0.11 0.67 -0.2668
C 0.5356 -2.7237 -1.5167 0.70 0.85 -0.35 -0.2444
C -0.5363 0.1679 3.7793 0.57 0.40 -1.40 -0.6564
H 1.2580 -2.2238 2.1589 0.34 -0.27 -0.16 0.0318
O 0.4290 1.0012 3.9037 -0.77 -0.60 0.18 -0.2698
P 0.1813 -1.7781 0.0850 0.91 -1.63 -0.75 0.7773
C 1.5232 -0.5901 -2.3431 -0.49 0.22 0.71 -0.2251
N 0.2437 -0.1004 -2.3695 -0.20 -0.83 0.35 0.1330
N -0.3855 0.5619 6.2263 -0.59 0.49 -0.16 0.1677
H -0.8612 4.8169 -3.5058 0.14 0.23 -0.02 0.1029
Tl 1.7636 0.8481 1.7780 0.61 0.62 -0.10 0.8948
H -4.1509 0.4065 0.2430 0.10 -0.48 0.11 0.0455
H 0.2023 1.3354 5.7739 -0.84 -0.99 -0.03 0.1735
C 1.4987 -2.5275 1.1258 -0.09 -0.22 -0.01 -0.3000
C -1.3995 1.6720 -2.4415 0.92 -1.20 -0.66 -0.2545
H -1.0240 0.9346 6.9551 0.86 -0.28 -0.28 0.1760
H 3.1461 -3.6240 -2.1210 0.03 0.98 0.08 0.1297
C -1.6611 2.9500 -2.8449 -0.69 0.74 0.12 -0.0556
H -2.7161 3.2430 -2.9758 0.64 0.06 0.21 0.1265
H 1.3363 -0.3168 0.2282 -0.90 -0.35 -0.34 -0.1504
C 2.3995 1.7396 -1.9868 -0.67 -0.32 -0.23 -0.0667
H -3.6194 -1.2925 -0.0931 -0.08 0.16 0.36 0.0407
C -0.0229 1.2303 -2.4363 0.28 -0.26 0.83 -0.2179
H -1.5022 -1.1273 5.3002 0.55 0.69 0.21 0.1472
H -1.9854 -2.9550 -0.1773 0.17 0.15 0.16 0.0438
C -3.3681 -0.3528 0.4113 -0.13 0.07 0.41 -0.2929
C -1.2508 -0.0586 5.1329 -0.60 -0.25 -0.27 -0.0316
H 1.5530 4.0601 -3.2015 -0.12 0.45 0.23 0.1132
H -1.7572 1.8755 1.6317 -0.09 0.18 -0.47 0.0266
C 4.0870 -1.6611 -2.4357 -1.11 0.39 -0.26 -0.0489
H -0.3435 -2.6200 -2.1710 0.23 -0.20 0.33 0.0943
C -0.6198 3.8488 -3.1031 0.58 -0.84 -0.38 -0.0426
H -3.4075 1.1826 -1.8046 0.08 -0.10 -0.34 0.0879
C 2.9986 -2.5238 -2.2155 0.45 -0.89 0.17 -0.0562
H 2.5068 1.8822 -0.8755 -0.26 -0.25 -0.73 0.0815
H 2.4790 -2.1340 0.8070 -0.37 -0.16 0.23 0.0373
H 0.2793 -0.1038 6.6187 -0.14 -0.02 0.14 0.1652
H -1.3369 2.7117 0.0762 -0.20 -0.13 0.29 0.0426
H 0.7718 -3.7662 -1.2560 -0.26 0.27 -0.16 0.0947
C 2.6212 0.2858 -2.3244 0.27 -0.50 0.09 -0.1572
C -2.4284 0.7058 -1.9268 0.53 0.37 -0.02 -0.2735
H -3.1944 -0.4734 1.4896 -0.43 -0.32 -0.23 0.0300
H -2.4875 -0.2153 -2.5211 -0.04 0.22 0.17 0.0980
H -0.7743 -3.9097 0.7268 -0.09 0.14 -0.14 0.0490
C -2.0071 1.9857 0.5606 0.09 -0.04 0.00 -0.2441
H -2.2097 0.4840 5.1702 0.41 -0.14 -0.25 0.1407
H -3.0571 2.3200 0.4622 0.47 0.00 0.04 0.0528
O -0.8944 -0.3826 2.7063 0.35 0.53 2.25 -0.0872
C 3.8769 -0.2781 -2.4880 0.71 -0.18 -0.05 -0.0303
P -1.8039 0.3148 -0.2233 -0.95 0.62 -0.01 0.8580
```
Forces are in eV/Å.

Computed properties:
Total energy ... -1933.06447 hartree
Charge ... +1
Kohn-Sham gap (spin up / spin down) ... 6.1 / 4.9 eV
F_max ... 2.34 eV/A

No. 3
Density functional theory data (wB97M-V/def2-TZVPD) for the molecule C21H30N2O3.

Structure (XYZ):
```
56
Properties=species:S:1:pos:R:3:forces:R:3:lowdin_charge:R:1
C -0.3731 -1.7622 2.2096 -0.08 -0.05 -0.03 -0.0742
C 5.3078 -0.5109 -0.5750 0.00 -0.08 -0.01 -0.0845
C -2.9304 2.1099 -1.0035 0.17 -0.18 0.04 -0.1464
C 3.1407 -1.4573 -0.9043 0.03 0.15 0.02 -0.0220
C 1.0516 -0.0839 -0.8209 0.04 0.03 -0.20 -0.0617
H -1.1565 -1.5365 2.9317 0.06 0.02 0.04 0.1279
O -0.2080 -2.5771 -1.2836 0.02 -0.20 -0.32 0.0613
H 1.6965 1.0001 1.6996 0.09 0.13 0.00 0.0809
C -2.9589 1.4508 0.3807 -0.31 0.44 0.12 -0.2941
H 2.5058 -2.3074 -1.1047 -0.11 -0.11 -0.03 0.1149
H -4.4376 0.7589 1.7753 -0.05 0.07 0.00 0.1164
H 0.7566 0.9576 -0.6789 -0.06 -0.11 -0.06 0.1299
H -2.8037 2.2394 1.1275 -0.02 -0.16 -0.16 0.1437
C -2.9988 1.1592 -2.1978 -0.27 0.23 0.07 -0.1963
H -2.0897 0.5547 -2.2505 0.09 -0.04 -0.08 0.1032
H -5.0951 1.3946 0.2761 -0.06 0.06 0.04 0.1097
H -4.3087 -0.1683 -3.2292 -0.08 0.04 0.01 0.1090
H 4.9574 -2.5894 -0.9501 0.04 -0.09 -0.02 0.1008
H -5.1214 0.7932 -2.0013 -0.12 0.06 -0.06 0.1135
H -4.7264 -1.7631 -1.6156 0.11 -0.06 0.00 0.1084
H -3.0186 1.7754 -3.1005 0.11 -0.04 -0.01 0.1102
C 3.3625 0.9022 -0.4904 -0.06 -0.19 -0.10 -0.2379
C -0.1937 -2.0925 -0.1712 -0.26 -0.33 0.15 -0.4780
H -2.0113 2.6960 -1.0846 -0.02 0.08 0.04 0.1149
C -4.3020 0.7721 0.6914 0.17 -0.11 0.08 -0.1400
H 0.7170 -0.4316 -1.8051 -0.03 0.14 0.14 0.1388
H -1.9361 -2.6280 0.9407 0.01 -0.01 -0.07 0.1081
C 4.7407 0.7421 -0.4125 -0.03 0.31 0.06 -0.0208
H -3.0600 -1.3353 -1.3216 0.06 -0.09 -0.05 0.0937
N -1.8455 0.5444 0.5423 -0.34 -0.07 -0.44 0.1424
C 3.4801 3.2462 -0.0544 0.12 0.22 0.06 -0.0801
H -3.7684 2.8080 -1.0549 -0.02 0.05 0.01 0.1168
H 1.1444 0.3192 3.2238 0.01 0.03 0.05 0.0946
H -3.8808 -1.3281 0.8501 -0.07 -0.04 0.05 0.0897
C 0.1335 -0.4768 1.5170 0.14 0.24 0.44 -0.3632
H -0.5722 -3.7063 1.2031 -0.03 0.01 -0.08 0.1242
C -0.8529 -2.6621 1.0741 0.00 -0.05 0.04 -0.0535
H 0.4546 -2.2313 2.7428 0.02 0.06 0.00 0.1213
O -1.0711 1.3826 2.4898 0.00 0.20 0.33 0.0808
C -4.2125 0.2297 -2.2161 0.26 -0.20 -0.11 -0.1964
C 1.3812 0.0838 2.1897 -0.22 -0.01 0.00 0.0095
C -0.9841 0.5955 1.5704 0.40 -0.37 -0.13 -0.4221
C 2.5528 -0.2145 -0.7392 0.00 0.27 -0.01 -0.1320
H -5.5132 -0.9326 0.3513 0.03 -0.07 0.05 0.1091
H 4.0408 3.1411 0.8798 -0.01 0.00 -0.05 0.0979
C -4.4632 -0.6694 0.2017 -0.01 0.10 -0.02 -0.1903
O 2.7170 2.0977 -0.3317 -0.09 -0.41 -0.10 -0.1066
H 5.3834 1.5871 -0.2232 0.03 0.10 0.02 0.1014
H 6.3805 -0.6162 -0.5091 0.09 0.00 0.00 0.1032
C -4.0832 -0.9553 -1.2589 -0.24 0.07 0.03 -0.1931
H 4.1706 3.4775 -0.8715 -0.01 -0.02 0.04 0.0968
H 2.7606 4.0572 0.0490 0.10 -0.02 0.00 0.0957
C 4.5134 -1.6145 -0.8205 0.10 -0.08 0.00 -0.0851
H 2.1922 -0.6400 2.1533 0.03 -0.09 -0.03 0.0977
H -1.7251 -0.1503 -0.1766 0.19 0.03 0.08 0.1144
N 0.3785 -0.9140 0.1558 0.10 0.17 0.15 -0.0022
```
Forces are in eV/Å.

Computed properties:
Relative energy (zero: lowest compared OMol25 entry of this formula, charge and spin) ... 14.8 kcal/mol
Total energy ... -1153.49777 hartree
Charge ... 0
SMILES ... COc1ccccc1CN1C(=O)CC[C@]1(C)C(=O)NC1CCCCCC1
Kohn-Sham gap ... 9.4 eV
F_max ... 0.57 eV/A

No. 4
Density functional theory data (wB97M-V/def2-TZVPD) for the molecule C21H30N2O4.

Structure (XYZ):
```
57
Properties=species:S:1:pos:R:3:forces:R:3:lowdin_charge:R:1
H 0.3212 -3.9787 -1.6940 -0.02 -0.06 0.01 0.1255
C -6.1203 1.3554 -0.8677 -1.12 0.44 -0.46 -0.1596
H -2.7431 2.4991 1.1942 0.03 0.15 0.07 0.1179
H -0.4558 -4.5022 -0.1831 -0.03 0.00 -0.13 0.1232
O -2.0059 -2.9951 1.3668 -0.03 -0.32 0.19 0.0129
H 4.0624 1.1591 1.3012 0.07 -0.06 0.09 0.1052
C 0.8387 3.1023 -1.1270 0.05 -0.24 0.12 -0.0469
H 0.6519 2.7356 1.5418 -0.08 -0.07 0.07 0.1125
C 2.0329 -1.3109 -1.2654 0.27 -0.31 0.27 -0.4678
H 3.1493 -2.6409 0.0256 0.01 0.00 -0.05 0.1198
C 2.7917 2.8942 1.3365 0.02 -0.23 0.17 -0.1936
H 2.7413 3.8716 0.8551 0.03 0.10 0.01 0.1090
C 1.4767 2.1465 1.1352 -0.01 0.11 -0.17 -0.1714
C -1.3800 -1.9823 0.5895 0.17 0.52 -0.41 -0.4638
H 2.9562 3.0606 2.4033 -0.01 0.10 -0.02 0.1105
H 0.6033 2.8436 -2.1565 -0.03 0.02 -0.14 0.0852
C -4.4205 0.0135 -0.3831 0.20 0.38 0.24 -0.1891
H -1.8746 -2.8844 -1.3294 -0.11 0.03 -0.03 0.1167
H 1.5176 1.2084 1.6957 -0.05 -0.07 0.10 0.1057
C 3.9531 2.0978 0.7515 -0.05 0.28 -0.17 -0.1934
O -5.6467 0.0321 -0.9942 0.34 -0.37 0.07 0.0379
H -7.0752 1.3540 -0.3179 0.27 -0.04 -0.06 0.1396
C 2.3886 1.1047 -0.9824 -0.18 0.16 -0.30 -0.2778
C 1.1986 1.8436 -0.3410 -0.04 -0.05 -0.07 -0.3243
C -0.0900 -1.6114 1.3308 -0.21 -0.42 -0.06 -0.0979
H 2.2076 1.0313 -2.0613 0.04 0.03 0.19 0.1472
H -0.5750 -1.6965 -1.3931 -0.07 0.02 -0.05 0.1132
C 0.8664 -2.8110 1.3646 -0.12 0.13 0.19 -0.1618
C -2.0793 0.4585 0.9427 0.08 -0.24 -0.04 -0.0313
H -0.0354 3.5764 -0.6867 -0.09 0.11 0.02 0.0792
C 3.7184 1.8185 -0.7312 -0.01 -0.16 0.09 -0.1361
H 2.8951 -0.4380 0.3730 0.01 -0.18 -0.08 0.1304
H 0.3753 -3.6188 1.9159 0.09 0.07 0.10 0.1238
C 0.0234 -3.6592 -0.6943 -0.26 -0.05 -0.17 -0.1583
H 4.8853 2.6533 0.8723 0.04 -0.10 0.06 0.1106
N 1.2110 -3.3369 0.0645 0.19 0.10 -0.06 -0.1607
H 4.5306 1.2075 -1.1315 -0.02 0.04 -0.10 0.1183
C -2.9655 1.5247 0.7931 -0.41 0.19 -0.16 0.0212
C -3.5489 -1.0343 -0.2415 -0.25 0.23 -0.10 0.0597
H 0.3324 1.1737 -0.4018 0.08 -0.01 -0.01 0.1214
C -2.3400 -0.8032 0.4311 0.14 0.02 0.17 -0.1333
H 2.5530 -3.3541 -1.4869 0.07 0.17 0.03 0.1300
H 3.7155 2.7622 -1.2777 0.04 0.06 -0.04 0.1150
H -1.1709 0.6447 1.4888 0.18 -0.02 0.06 0.0927
O -5.1725 2.1301 -0.1653 0.42 0.10 0.25 0.0357
H 0.3837 -0.7789 0.8143 -0.03 0.10 0.07 0.0861
N 2.4659 -0.2701 -0.5221 0.27 0.34 0.30 0.1061
H -6.2800 1.7871 -1.8690 0.12 -0.12 0.22 0.1397
H 1.7841 -2.5428 1.8949 0.00 -0.04 0.04 0.1196
C -0.9923 -2.5134 -0.8055 0.19 -0.21 0.32 -0.0819
O 1.4983 -1.1623 -2.3473 -0.20 -0.08 -0.34 0.0563
H 1.6523 3.8216 -1.1329 0.07 0.16 -0.04 0.0699
H -0.3330 -1.3242 2.3541 -0.02 0.13 0.05 0.1309
H -2.8269 -3.2508 0.9337 0.00 0.00 0.04 0.0956
C -4.1352 1.2824 0.1206 0.07 -0.53 -0.12 -0.2035
C 2.2916 -2.6948 -0.6524 -0.08 -0.17 -0.09 -0.0970
H -3.8067 -1.9986 -0.6491 -0.01 -0.15 -0.09 0.1251
```
Forces are in eV/Å.

Computed properties:
Relative energy (zero: lowest compared OMol25 entry of this formula, charge and spin) ... 39.1 kcal/mol
Total energy ... -1228.69666 hartree
Charge ... 0
SMILES ... C[C@@H]1CCCC[C@H]1NC(=O)CN1CCC(O)(c2ccc3c(c2)OCO3)CC1
Kohn-Sham gap ... 8.7 eV
F_max ... 1.29 eV/A